{"formula": "C19H35CdCl8FO19S", "method": "the ωB97M-V functional and the def2-TZVPD basis", "species": ["Cd", "S", "O", "O", "O", "O", "C", "O", "C", "O", "O", "C", "H", "H", "H", "H", "H", "H", "C", "O", "C", "O", "O", "C", "H", "H", "H", "H", "H", "H", "C", "O", "C", "O", "O", "C", "H", "H", "H", "H", "H", "H", "C", "O", "C", "O", "O", "C", "H", "H", "H", "H", "H", "H", "C", "C", "O", "C", "O", "O", "F", "H", "H", "H", "C", "Cl", "Cl", "H", "H", "C", "Cl", "Cl", "H", "H", "C", "Cl", "Cl", "H", "H", "C", "Cl", "Cl", "H", "H"], "coordinates": [[-10.746, 11.889, 4.793], [-13.189, 11.503, 5.953], [-11.970, 10.594, 5.791], [-13.415, 11.753, 7.370], [-12.613, 12.725, 5.264], [-14.351, 11.000, 5.243], [-7.106, 11.393, 2.285], [-7.037, 10.254, 3.131], [-7.997, 10.090, 4.013], [-8.852, 10.908, 4.284], [-7.943, 8.875, 4.477], [-8.978, 8.385, 5.345], [-7.725, 11.269, 1.395], [-6.088, 11.637, 1.999], [-7.524, 12.249, 2.815], [-9.458, 7.578, 4.799], [-9.684, 9.159, 5.624], [-8.511, 7.938, 6.219], [-11.262, 8.887, 2.113], [-12.392, 9.656, 1.662], [-12.435, 10.905, 2.093], [-11.593, 11.420, 2.801], [-13.499, 11.492, 1.603], [-13.685, 12.860, 1.991], [-11.427, 7.866, 1.800], [-11.208, 8.916, 3.204], [-10.313, 9.286, 1.750], [-13.605, 12.950, 3.075], [-14.692, 13.108, 1.670], [-12.970, 13.508, 1.485], [-11.420, 14.190, 8.156], [-10.209, 13.599, 8.662], [-9.526, 12.842, 7.837], [-9.720, 12.756, 6.649], [-8.584, 12.139, 8.426], [-8.235, 12.375, 9.794], [-11.249, 15.272, 8.208], [-12.235, 13.982, 8.837], [-11.627, 13.959, 7.120], [-8.655, 13.271, 10.231], [-7.150, 12.461, 9.824], [-8.526, 11.515, 10.395], [-8.641, 15.362, 0.995], [-8.824, 14.322, 1.927], [-9.735, 14.385, 2.861], [-9.897, 13.513, 3.678], [-10.401, 15.506, 2.843], [-11.558, 15.590, 3.714], [-7.747, 15.149, 0.407], [-8.561, 16.367, 1.395], [-9.405, 15.349, 0.210], [-12.271, 14.846, 3.372], [-11.941, 16.599, 3.682], [-11.253, 15.329, 4.727], [-16.120, 10.159, 8.299], [-15.734, 11.265, 9.262], [-15.486, 10.585, 10.464], [-15.957, 9.303, 10.378], [-15.807, 8.482, 11.197], [-16.560, 9.114, 9.192], [-16.792, 12.127, 9.443], [-15.245, 9.801, 7.748], [-16.889, 10.392, 7.570], [-14.856, 11.822, 8.961], [-15.255, 14.191, 6.224], [-16.919, 13.650, 5.980], [-15.355, 15.918, 6.745], [-14.848, 13.689, 7.091], [-14.543, 14.113, 5.415], [-12.285, 9.209, 9.383], [-12.084, 9.932, 10.967], [-12.393, 7.431, 9.555], [-13.205, 9.554, 8.927], [-11.475, 9.448, 8.704], [-14.554, 7.554, 4.788], [-15.176, 6.491, 3.527], [-13.218, 6.895, 5.711], [-14.163, 8.446, 4.314], [-15.360, 7.904, 5.421], [-17.126, 10.641, 3.445], [-18.516, 11.743, 3.449], [-17.511, 9.220, 2.433], [-16.316, 11.142, 2.943], [-16.890, 10.323, 4.447]], "forces_ev_per_angstrom": [[1.891, 0.188, -0.136], [1.230, -0.389, -0.070], [-1.615, -2.060, 1.183], [-0.187, 0.045, -0.011], [-2.146, 1.656, 0.327], [-0.042, -0.062, -0.017], [0.026, 1.308, 0.195], [0.252, -0.180, -0.336], [-0.784, -0.261, -0.337], [0.674, 0.011, -0.154], [0.495, -0.509, 0.363], [-0.063, -0.321, 0.019], [0.015, -0.582, 0.094], [0.039, -0.185, -0.074], [0.068, -0.116, 0.119], [-0.252, 0.076, -0.021], [-0.039, 0.010, 0.009], [0.127, 0.244, 0.037], [0.080, 0.170, 0.759], [0.271, -0.120, 0.018], [0.003, -0.576, -0.240], [-0.155, -0.003, -0.949], [-0.025, 0.132, -0.045], [-0.326, 0.090, 0.239], [-0.057, -0.001, -0.242], [-0.176, -0.032, -0.009], [-0.190, 0.016, -0.334], [0.055, 0.010, -0.024], [0.013, 0.030, -0.031], [0.076, -0.097, -0.016], [0.182, 1.750, 0.150], [-0.512, -0.147, 0.045], [-0.240, -0.159, 0.412], [0.289, 0.053, -0.345], [0.352, 0.077, -0.074], [0.562, -0.251, 0.567], [-0.039, -0.109, -0.003], [-0.003, -0.515, -0.090], [-0.088, -0.574, 0.072], [-0.248, 0.100, -0.258], [-0.009, -0.062, -0.086], [-0.144, -0.038, -0.115], [0.067, 0.572, -1.868], [0.830, -0.778, -0.016], [-0.292, 0.576, 0.391], [0.681, 0.395, -0.513], [-0.719, 1.012, -0.238], [0.405, -0.666, 0.359], [0.256, -0.211, 0.586], [-0.091, -0.145, 0.452], [-0.388, 0.025, 0.503], [-0.225, 0.144, 0.096], [0.062, 0.092, -0.260], [-0.081, 0.066, -0.006], [0.293, -0.540, 0.059], [-0.356, -0.078, -0.169], [0.087, 0.083, -0.156], [0.004, 0.714, -0.914], [-0.016, -0.811, 1.220], [0.010, 0.156, -0.580], [0.099, 0.038, 0.110], [0.008, 0.086, 0.084], [-0.205, 0.235, 0.273], [0.005, 0.152, 0.068], [-0.315, 0.806, 1.317], [0.467, -0.359, -0.467], [0.399, 0.017, -0.250], [-0.045, -0.303, -0.094], [-0.494, -0.153, -0.469], [-0.323, -0.596, -0.275], [0.178, 0.376, 0.014], [0.069, 0.227, -0.243], [-0.070, 0.073, 0.146], [0.204, 0.028, 0.223], [0.097, 1.092, -0.467], [0.029, -0.200, 0.113], [0.027, -0.314, 0.283], [0.017, 0.021, -0.204], [-0.079, -0.493, 0.288], [-0.504, -0.116, -0.799], [0.044, 0.033, 0.182], [0.149, -0.021, 0.249], [0.277, 0.103, 0.240], [0.080, 0.046, 0.139]], "lowdin_charge": [1.3934, 0.2639, -0.4994, -0.3484, -0.5058, -0.3326, -0.0202, 0.0440, -0.6019, 0.0128, 0.0432, 0.0095, 0.1041, 0.1005, 0.0760, 0.0985, 0.0727, 0.1028, -0.0066, 0.0401, -0.5946, 0.0138, 0.0428, -0.0118, 0.1032, 0.0834, 0.0974, 0.0682, 0.1041, 0.0976, 0.0023, 0.0139, -0.6035, 0.0355, 0.0402, -0.0149, 0.1022, 0.1015, 0.0586, 0.0949, 0.0965, 0.0979, -0.0341, 0.0355, -0.6110, 0.0320, 0.0195, 0.0312, 0.1000, 0.1029, 0.1051, 0.0773, 0.1047, 0.0963, -0.0436, -0.3031, 0.1094, -0.5797, 0.1877, 0.0777, 0.0458, 0.1158, 0.1373, 0.1285, -0.9965, 0.5305, 0.4602, -0.0088, 0.0042, -1.0152, 0.5396, 0.4938, -0.0071, 0.0209, -1.0667, 0.5093, 0.5250, -0.0048, 0.0281, -1.0062, 0.4868, 0.4874, 0.0001, 0.0084], "energy_ha": -6521.9449, "largest_force_ev_per_a": 2.873, "e_above_lowest_kj_mol": 0.00, "spin_multiplicity": 1, "homo_ev": -9.536}